(1)
The following is a quantum chemistry calculation of the molecule C3H4NPS at a distorted geometry, from the OMol25 dataset.

```
10
Properties=species:S:1:pos:R:3:forces:R:3
C 2.744 0.844 -0.399 3.249 0.824 0.959
C 0.580 -0.329 0.137 -1.746 1.712 -0.272
C -0.920 -0.502 0.264 -0.744 1.019 -3.261
N 1.383 -1.138 0.618 4.078 -0.404 0.198
P 3.229 -0.579 0.411 -3.543 0.043 -0.283
S 1.128 1.212 -0.666 -0.384 -0.629 0.304
H 3.614 1.632 -0.498 -2.089 -1.461 -0.352
H -1.381 -0.233 1.169 0.003 0.649 1.475
H -1.165 -1.531 0.112 -0.033 -0.772 -0.173
H -1.505 0.089 -0.563 1.209 -0.980 1.406
```
Positions in Å, forces in eV/Å.

The HOMO-LUMO gap is 0.332 Ha. Its multiplicity is 1. The SMILES is Cc1npcs1.


(2)
The following is a quantum chemistry calculation of a cluster of 8 separate species, C36H64ClFN10O6P3 in total at a distorted geometry, from the OMol25 dataset.

```
121
Properties=species:S:1:pos:R:3:forces:R:3
N -2.325 0.840 5.693 1.989 1.401 -0.649
P -1.225 1.552 4.738 -2.454 -2.427 2.657
C -2.073 2.621 3.464 -0.610 2.182 -5.880
C -1.768 2.307 1.946 -3.334 3.524 4.701
P -0.574 0.977 1.327 1.308 -0.626 -2.185
O 0.945 1.066 2.154 -2.615 1.009 0.190
Cl -1.558 -0.850 1.788 0.680 1.432 0.691
C -2.559 3.265 1.043 1.064 -1.287 -1.213
C -2.299 3.033 -0.536 -0.269 0.178 0.714
O -0.910 3.281 -0.897 -1.071 -2.212 -0.632
O -0.390 4.296 -0.130 0.903 1.916 1.585
N -3.458 4.268 1.322 2.159 -2.410 0.694
N -3.704 4.530 2.607 2.185 -2.731 1.150
C -4.691 5.634 2.765 -1.715 1.962 -1.445
C -6.032 5.352 1.885 -0.259 -0.537 1.657
C -6.788 4.158 2.638 0.694 0.522 0.486
F -7.338 4.700 3.865 0.592 -0.642 -1.841
C -3.049 3.785 3.614 1.060 -0.233 0.936
P -3.481 4.345 5.388 -4.651 1.748 2.803
O -4.975 4.127 5.643 3.995 0.062 -1.028
O -3.194 6.034 5.450 0.065 -2.728 -0.279
O -2.579 3.677 6.617 0.081 1.447 -3.024
H -2.065 1.168 6.640 -0.762 -0.330 -0.390
H -0.280 2.327 5.483 0.002 0.029 -0.982
H -0.548 0.460 4.072 -0.119 1.525 -0.376
H 1.098 2.016 2.378 0.113 -0.858 -0.060
H -2.952 3.707 -1.174 0.591 -0.821 1.101
H -2.479 1.919 -0.751 0.222 1.665 0.101
H 0.545 4.056 0.075 -0.928 -0.253 -0.609
H -4.212 6.567 2.298 -0.388 -1.434 0.891
H -5.063 5.849 3.801 0.941 -0.735 -0.916
H -6.689 6.280 2.049 1.066 -1.264 -0.536
H -5.813 5.153 0.793 -0.244 0.328 1.425
H -6.007 3.395 2.991 -1.344 0.741 -0.584
H -7.618 3.678 2.039 0.969 0.643 0.789
H -3.950 6.454 5.930 0.594 -0.652 -0.345
H -1.648 3.962 6.482 -0.407 -0.081 0.589
C -6.630 -3.391 -0.023 -0.004 0.091 -0.122
C -5.110 -3.517 -0.012 -0.544 -0.240 0.066
C -4.402 -2.226 0.401 0.216 -0.360 -0.031
C -4.594 -1.144 -0.571 0.006 0.234 0.056
N -4.748 -0.293 -1.331 0.101 -0.094 0.250
H -6.966 -2.663 -0.766 -0.027 -0.015 0.059
H -7.084 -4.352 -0.271 -0.001 0.089 0.031
H -7.005 -3.082 0.956 -0.007 -0.020 -0.048
H -4.768 -3.836 -1.001 0.114 0.059 0.118
H -4.832 -4.306 0.691 0.077 0.360 -0.171
H -3.330 -2.427 0.496 -0.151 0.107 -0.117
H -4.754 -1.906 1.386 -0.035 0.120 -0.127
C 2.891 -1.091 0.657 -0.016 0.062 0.009
C 4.083 -1.171 -0.289 -0.360 0.120 0.000
C 5.193 -2.092 0.220 0.069 0.107 -0.376
C 5.823 -1.581 1.441 0.077 -0.124 0.158
N 6.315 -1.183 2.401 -0.150 -0.014 -0.233
H 3.171 -0.653 1.618 -0.004 -0.068 -0.031
H 2.108 -0.465 0.222 0.028 -0.051 0.031
H 2.469 -2.083 0.840 0.018 0.044 0.013
H 4.476 -0.164 -0.460 0.072 -0.120 -0.013
H 3.736 -1.545 -1.256 0.173 -0.018 0.056
H 5.956 -2.189 -0.558 0.047 -0.101 0.184
H 4.795 -3.094 0.398 0.110 0.070 0.102
C -4.589 -7.016 -2.728 0.038 0.035 -0.045
C -3.887 -8.103 -1.923 -0.040 0.115 -0.395
C -4.229 -8.062 -0.433 0.152 -0.339 -0.101
C -3.730 -6.849 0.221 -0.043 0.057 0.184
N -3.342 -5.895 0.733 0.121 -0.427 -0.144
H -4.269 -6.018 -2.417 -0.034 -0.044 0.012
H -4.353 -7.123 -3.789 -0.052 0.048 0.078
H -5.674 -7.081 -2.615 0.047 0.022 -0.015
H -2.806 -8.016 -2.065 -0.073 -0.067 0.115
H -4.184 -9.077 -2.322 0.059 0.027 0.168
H -3.785 -8.934 0.056 -0.020 0.172 0.122
H -5.311 -8.140 -0.294 0.077 0.148 0.066
C 10.027 -1.648 -0.647 -0.104 0.034 0.005
C 9.886 -2.854 0.276 0.102 0.516 -0.043
C 9.680 -4.167 -0.478 0.118 -0.088 0.370
C 8.405 -4.203 -1.198 -0.007 -0.102 -0.192
N 7.405 -4.230 -1.767 0.149 0.116 0.198
H 9.114 -1.474 -1.222 0.067 -0.011 -0.035
H 10.225 -0.748 -0.060 -0.013 -0.045 -0.073
H 10.855 -1.784 -1.347 -0.052 0.025 0.003
H 9.057 -2.682 0.969 0.077 -0.136 -0.001
H 10.792 -2.938 0.878 -0.193 -0.156 -0.059
H 9.704 -4.993 0.240 -0.076 0.020 -0.110
H 10.506 -4.333 -1.176 -0.170 0.009 -0.084
C -6.196 4.141 -4.771 0.078 0.094 -0.040
C -5.481 3.071 -3.956 -0.103 0.077 -0.453
C -5.820 3.122 -2.465 0.205 -0.326 -0.068
C -5.333 4.349 -1.824 -0.231 0.183 0.052
N -4.953 5.313 -1.321 -0.049 -0.329 -0.208
H -5.888 5.147 -4.471 -0.051 -0.029 0.017
H -5.961 4.024 -5.831 -0.058 -0.009 0.079
H -7.280 4.065 -4.655 0.053 0.014 -0.021
H -4.401 3.169 -4.102 -0.053 -0.094 0.118
H -5.768 2.090 -4.345 0.105 0.030 0.169
H -5.364 2.259 -1.969 -0.039 0.090 0.093
H -6.901 3.033 -2.323 0.074 0.160 0.069
C -2.550 4.610 -6.627 0.037 -0.012 0.074
C -2.001 3.678 -7.700 0.129 0.220 0.277
C -3.077 3.165 -8.659 0.319 -0.074 -0.126
C -4.053 2.295 -7.993 -0.243 -0.050 -0.018
N -4.820 1.615 -7.470 0.276 0.259 -0.055
H -3.256 4.093 -5.972 -0.011 0.034 -0.070
H -1.735 4.987 -6.004 -0.091 0.007 -0.026
H -3.058 5.468 -7.074 0.007 -0.040 0.048
H -1.491 2.837 -7.221 -0.058 0.002 -0.137
H -1.247 4.220 -8.278 -0.088 -0.137 -0.060
H -2.593 2.600 -9.463 -0.190 -0.054 0.049
H -3.591 4.007 -9.130 -0.099 -0.115 0.093
C 13.910 -2.022 3.654 -0.048 0.062 0.011
C 13.767 -3.227 4.576 0.090 0.400 0.033
C 13.561 -4.541 3.820 0.104 -0.056 0.368
C 12.285 -4.574 3.099 -0.032 -0.112 -0.179
N 11.286 -4.599 2.530 0.265 -0.069 0.225
H 12.998 -1.848 3.077 0.055 -0.033 0.002
H 14.109 -1.122 4.240 -0.010 -0.049 -0.087
H 14.739 -2.159 2.954 -0.047 0.021 0.021
H 12.938 -3.055 5.268 0.056 -0.133 -0.045
H 14.675 -3.312 5.180 -0.106 -0.138 -0.034
H 13.582 -5.368 4.536 -0.119 -0.030 -0.169
H 14.386 -4.706 3.122 -0.167 0.010 -0.073
```
Positions in Å, forces in eV/Å.

The HOMO-LUMO gap is 0.220 Ha. Its multiplicity is 1. As for the charge: +1.


(3)
The following is a quantum chemistry calculation of a cluster of 2 separate species, C25H52N2O4 in total, from the OMol25 dataset.

```
83
Properties=species:S:1:pos:R:3:forces:R:3
C -2.374 1.952 -2.579 -0.153 -0.202 -0.323
C -1.828 0.559 -2.821 -0.078 0.116 -0.363
O -2.599 -0.076 -3.821 -0.264 0.238 0.166
C -2.678 -1.483 -3.755 0.081 0.019 -0.085
C -1.666 -2.151 -4.675 -0.064 0.100 -0.022
O -2.114 -3.433 -5.051 0.200 0.113 -0.294
C -1.458 -4.532 -4.459 -0.161 -0.129 0.009
C -2.269 -5.094 -3.287 0.056 -0.084 -0.008
O -1.494 -5.398 -2.148 -0.047 -0.161 0.184
C -1.439 -4.389 -1.166 0.152 -0.105 -0.114
C -0.286 -3.422 -1.388 -0.064 0.018 0.004
C -0.338 -2.304 -0.364 -0.029 0.223 -0.034
C 0.898 -1.391 -0.322 -0.121 0.042 0.472
C 0.743 -0.259 -1.343 0.238 -0.325 -0.185
C 0.997 -0.772 1.080 0.172 0.089 -0.543
N 2.170 -2.133 -0.535 -0.063 0.444 -0.693
O 3.212 -1.403 -0.451 0.048 -0.115 0.218
C 2.242 -3.249 -1.509 0.263 -0.408 0.203
C 2.296 -2.738 -2.943 -0.156 -0.057 -0.140
C 3.529 -4.039 -1.228 -0.061 0.355 -0.121
C 1.038 -4.147 -1.257 0.029 0.359 0.157
H -2.023 2.641 -3.341 0.019 0.137 -0.027
H -2.092 2.322 -1.598 0.120 0.112 0.131
H -3.458 1.910 -2.645 -0.124 0.058 0.126
H -0.786 0.619 -3.152 -0.123 0.059 0.034
H -1.855 -0.024 -1.896 -0.101 -0.076 -0.028
H -2.562 -1.822 -2.721 -0.036 -0.072 0.139
H -3.666 -1.778 -4.101 -0.117 0.029 -0.023
H -1.582 -1.531 -5.567 -0.029 -0.003 -0.133
H -0.675 -2.202 -4.216 0.088 0.011 -0.043
H -1.358 -5.293 -5.230 0.030 -0.038 -0.130
H -0.449 -4.271 -4.132 0.062 0.044 0.065
H -2.751 -6.020 -3.590 -0.056 -0.119 0.022
H -3.061 -4.383 -3.040 -0.054 0.108 0.033
H -2.392 -3.852 -1.123 -0.116 0.069 0.042
H -1.287 -4.898 -0.213 -0.055 -0.018 0.127
H -0.404 -2.996 -2.386 0.110 0.015 0.002
H -1.185 -1.654 -0.594 -0.131 0.026 0.130
H -0.538 -2.712 0.629 0.143 -0.195 0.095
H 1.704 0.156 -1.630 0.175 0.030 0.102
H 0.140 0.536 -0.906 -0.103 0.083 0.016
H 0.230 -0.591 -2.244 0.285 -0.141 0.201
H 0.021 -0.361 1.330 -0.104 0.017 0.206
H 1.737 0.026 1.045 0.089 0.042 0.162
H 1.312 -1.521 1.799 -0.085 -0.032 0.182
H 1.420 -2.167 -3.238 -0.060 0.079 0.029
H 2.351 -3.602 -3.603 0.069 -0.063 -0.106
H 3.180 -2.130 -3.104 0.091 0.109 0.043
H 3.745 -4.059 -0.164 -0.052 -0.180 0.128
H 3.426 -5.047 -1.619 -0.035 -0.160 0.048
H 4.379 -3.580 -1.725 0.090 0.098 0.035
H 1.109 -4.473 -0.216 0.040 -0.343 0.025
H 1.087 -5.012 -1.910 -0.034 -0.159 -0.065
C 2.008 5.544 5.758 0.019 -0.069 -0.046
C 2.621 4.432 4.906 -0.096 0.108 0.161
C 1.998 4.151 3.547 0.140 -0.031 0.036
N 0.570 3.636 3.506 0.108 0.018 -0.068
C 0.389 3.001 2.145 -0.100 -0.105 -0.095
C -1.042 2.590 1.852 -0.129 0.048 0.041
C -2.004 3.762 2.012 0.019 -0.007 0.019
C -1.842 4.386 3.393 -0.036 -0.093 -0.080
C -0.400 4.783 3.655 -0.158 0.044 0.088
C 0.367 2.616 4.570 -0.050 0.002 0.012
H 1.074 5.245 6.236 -0.005 0.013 -0.004
H 2.693 5.810 6.561 0.017 0.004 0.002
H 1.824 6.445 5.171 -0.005 0.011 0.000
H 2.698 3.510 5.486 0.015 -0.015 -0.009
H 3.652 4.709 4.676 0.015 -0.025 -0.063
H 2.592 3.386 3.047 -0.004 -0.013 -0.004
H 2.011 5.043 2.922 -0.023 0.015 -0.018
H 0.731 3.742 1.421 0.020 0.021 0.005
H 1.061 2.144 2.113 0.042 0.014 -0.032
H -1.076 2.206 0.831 0.095 -0.015 -0.020
H -1.342 1.760 2.494 0.003 -0.014 -0.005
H -3.031 3.431 1.863 -0.007 -0.003 -0.008
H -1.798 4.513 1.243 0.010 0.005 0.005
H -2.200 3.703 4.167 0.002 0.002 0.003
H -2.451 5.286 3.478 0.038 0.039 0.041
H -0.279 5.176 4.659 0.054 0.038 -0.022
H -0.079 5.542 2.942 0.012 0.000 -0.027
H 0.428 3.097 5.541 0.028 -0.007 0.015
H 1.140 1.858 4.471 0.007 -0.020 0.020
H -0.610 2.161 4.456 -0.006 -0.025 -0.002
```
Positions in Å, forces in eV/Å.

The HOMO-LUMO gap (spin up / spin down) is 0.287 / 0.317 Ha. Its multiplicity is 2. As for the charge: +1. Its expectation value of S² is 0.75.


(4)
The following is a quantum chemistry calculation of a structure of composition C6H4O4S2 at a distorted geometry, from the OMol25 dataset.

```
16
Properties=species:S:1:pos:R:3:forces:R:3
C -1.362 -0.665 -1.586 -0.219 -0.529 -1.367
C -2.015 -0.499 -0.398 -0.864 -0.920 0.595
C -0.026 -0.383 -1.821 -0.158 0.770 1.424
C -1.301 -0.134 0.696 0.969 1.485 -0.458
C 0.681 0.135 -0.708 0.300 0.363 -1.437
C -0.016 0.296 0.454 0.230 -0.614 0.946
O 3.231 -0.359 -0.152 1.829 -2.179 0.395
O 1.686 -0.540 2.028 0.156 0.292 0.609
O 0.184 1.226 2.908 -0.084 0.190 0.017
O 1.855 1.792 1.187 0.177 -1.820 -1.298
S 2.469 0.723 -0.603 -3.218 2.671 0.628
S 0.956 0.682 1.841 1.103 0.481 -0.108
H -1.957 -1.091 -2.380 0.102 0.166 -0.374
H -3.054 -0.769 -0.319 -0.220 -0.008 -0.033
H 0.269 -0.472 -2.837 0.959 -0.132 -0.448
H -1.599 0.058 1.689 -1.063 -0.216 0.909
```
Positions in Å, forces in eV/Å.

The HOMO-LUMO gap is 0.311 Ha. Its multiplicity is 1.


(5)
The following is a quantum chemistry calculation of the molecule C4H2S2, from the OMol25 dataset.

```
8
Properties=species:S:1:pos:R:3:forces:R:3
C -1.900 -0.702 -0.002 -0.309 0.517 0.033
C -0.569 -0.203 -0.002 0.662 0.265 -0.026
C 0.578 0.196 -0.006 -0.854 -0.394 -0.008
C 1.906 0.688 -0.004 0.124 0.916 0.087
H -1.992 -1.779 0.007 -0.009 -0.209 -0.011
H 1.977 1.803 0.015 0.032 -0.885 -0.044
S -3.228 0.235 -0.004 0.452 -0.284 -0.009
S 3.228 -0.237 -0.003 -0.098 0.073 -0.022
```
Positions in Å, forces in eV/Å.

The HOMO-LUMO gap is 0.266 Ha. Its multiplicity is 1. The SMILES is S=CC#CC=S.


(6)
The following is a quantum chemistry calculation of a cluster of 2 separate species, C4H12NO3 in total at a distorted geometry, from the OMol25 dataset.

```
20
Properties=species:S:1:pos:R:3:forces:R:3
C -0.628 0.925 -0.238 1.271 0.051 0.799
C -0.402 1.246 1.234 -0.030 -1.799 -0.450
C 0.501 0.241 1.977 0.377 -0.218 1.592
O 0.223 -1.090 2.360 -1.857 -0.702 -1.882
N 0.654 0.455 -0.892 -1.127 1.032 0.672
C 0.166 -0.006 -2.140 -0.554 -3.163 -2.128
O 1.198 -0.578 -3.020 0.543 1.338 1.019
H -1.056 1.780 -0.759 0.046 -0.037 -0.257
H -1.279 0.059 -0.229 -0.537 -0.110 -0.284
H -1.377 1.134 1.718 -0.018 0.602 0.165
H 0.102 2.184 1.471 -0.383 0.295 -0.378
H 0.540 0.807 2.901 0.531 -0.125 0.832
H 1.517 0.196 1.626 0.633 0.705 -0.785
H 0.899 -0.338 -0.283 -0.077 -0.032 -0.847
H -0.464 -0.947 -2.024 0.093 1.380 0.194
H -0.389 0.763 -2.737 0.529 -0.243 0.825
H 2.003 -0.130 -2.701 -0.229 -0.276 -0.405
H -1.324 -2.908 0.156 1.178 1.416 -0.088
H -0.184 -1.664 1.501 0.469 1.027 0.632
O -0.700 -2.129 0.080 -0.857 -1.141 0.774
```
Positions in Å, forces in eV/Å.

The HOMO-LUMO gap is 0.292 Ha. Its multiplicity is 1. As for the charge: -1.


(7)
The following is a quantum chemistry calculation of a cluster of 3 separate species, C3H6N2O in total at a distorted geometry, from the OMol25 dataset.

```
12
Properties=species:S:1:pos:R:3:forces:R:3
N 1.352 0.812 -0.588 -0.264 0.144 -0.332
C 0.318 1.382 -1.051 0.047 0.014 0.087
C -1.034 -1.304 0.306 0.187 -0.313 0.229
O -0.562 -2.066 1.103 -0.275 0.297 -0.384
C -1.914 -0.189 0.722 -0.660 0.770 0.400
N -2.615 0.676 1.037 0.699 -0.843 -0.371
H 1.889 -0.468 1.302 0.045 -0.108 0.133
H 1.854 0.307 -1.323 -0.029 0.041 0.054
H -0.316 1.954 -0.370 0.098 -0.028 -0.083
H -0.009 1.337 -2.097 0.119 0.006 0.095
H -0.866 -1.369 -0.781 -0.012 -0.021 0.166
H 1.903 -1.072 1.739 0.043 0.041 0.005
```
Positions in Å, forces in eV/Å.

The HOMO-LUMO gap is 0.368 Ha. Its multiplicity is 1. The SMILES is N#CC=O.[H][H].C=N.


(8)
The following is a quantum chemistry calculation of the ion C6H11N2S with charge +1 at a distorted geometry, from the OMol25 dataset.

```
20
Properties=species:S:1:pos:R:3:forces:R:3
C 1.309 -1.608 -0.550 -0.683 1.477 0.841
C 1.458 -0.666 0.395 -1.102 0.420 -1.207
C -0.757 -0.282 -0.605 4.745 1.141 2.719
C 2.640 -0.440 1.266 1.647 -1.825 -1.282
C 0.050 1.272 1.267 1.649 0.994 1.510
C -2.814 0.244 -1.877 0.577 -2.146 0.471
N 0.380 0.243 0.341 -4.132 -3.085 -2.879
N -1.911 0.311 -0.656 -1.472 1.722 0.005
S -0.117 -1.601 -1.477 -1.250 0.729 0.071
H 1.808 -2.482 -0.590 2.161 -2.447 -0.378
H 3.428 -1.312 1.223 -1.906 1.498 0.086
H 3.184 0.421 0.908 0.111 0.462 -0.034
H 2.326 -0.272 2.250 -0.131 0.125 1.618
H -0.929 1.271 1.786 0.279 -0.626 -0.594
H 0.816 1.086 2.111 -1.194 1.245 -1.220
H 0.153 2.231 0.705 0.159 -0.321 1.044
H -3.822 0.614 -1.548 1.194 -0.151 -0.902
H -2.243 0.694 -2.702 -0.843 0.697 0.257
H -2.877 -0.853 -2.246 -0.224 1.590 1.085
H -2.081 1.129 -0.002 0.416 -1.500 -1.209
```
Positions in Å, forces in eV/Å.

The HOMO-LUMO gap is 0.336 Ha. Its multiplicity is 1. As for the charge: +1.


- Which formula does entry 4 have?
  C6H4O4S2


- Number 6 is which compound?
  C4H12NO3


- What is the formula in the second record?
  C36H64ClFN10O6P3


- What is the multiplicity in the eighth record?
  1